No. 1
Molecular formula: C22H61F14N2O24PS
Method: DFT, ωB97M-V with the def2-TZVPD basis set

Structure (ORCA input):
```
! wB97M-V def2-TZVPD RIJCOSX def2/J DEFGRID3
* xyz 0 1
C 6.0003 -1.3711 -0.4745
C 6.4267 0.0572 0.1422
O 7.6555 0.3197 0.1947
O 5.4619 1.0391 0.5931
C 5.0311 1.7151 -0.6493
C 4.4426 3.1881 -0.3837
C 2.9594 3.1926 0.2576
C 2.5058 4.6753 0.7736
C 2.6836 5.8163 -0.3473
C 1.3360 6.6478 -0.6738
C 0.1800 5.5823 -0.9629
C 0.5159 4.3715 -1.8704
C -0.5311 3.2580 -2.2357
N -0.1117 2.2090 -3.1154
C -1.1648 1.2563 -3.4238
P -0.6818 -0.1338 -4.6383
O -1.0185 -1.5388 -4.1195
O -1.2746 0.1549 -6.2229
O 1.0469 -0.0849 -4.7972
C -2.5923 1.3977 -2.8223
C -3.6901 0.2917 -3.2870
C -3.6439 -1.0581 -2.4262
C -4.6573 -1.0593 -1.1502
F -5.0502 -2.4173 -0.9730
F -5.8781 -0.3323 -1.4401
C -3.9924 -0.3477 0.1178
F -2.5899 -0.0781 -0.0104
F -4.5983 0.9691 0.2000
C -4.3562 -1.0298 1.5609
F -4.1515 0.0009 2.5011
F -5.7937 -1.2052 1.5044
C -3.7145 -2.4484 1.8215
F -4.7716 -3.4253 1.6997
F -2.8040 -2.8118 0.7645
S -2.8518 -2.7937 3.4362
F -3.6872 -4.2756 3.5515
F -1.6607 -3.6621 2.5894
F -1.8836 -1.4516 3.3851
F -4.0218 -2.1102 4.3908
F -2.0538 -3.2374 4.8389
N -3.0698 2.4115 -1.9342
C -1.9770 3.3185 -1.6753
C -2.3085 4.5544 -0.7314
C -1.2737 5.6559 -0.3766
F -1.6409 6.7584 0.4454
H 5.6045 -2.1014 0.3246
H 5.2419 -1.2846 -1.3260
H 6.9284 -1.8846 -0.9230
H 5.9982 1.8529 -1.2734
H 4.2959 1.0503 -1.2505
H 5.1587 3.7435 0.3163
H 4.4804 3.7406 -1.4022
H 3.0137 2.5465 1.2174
H 2.1924 2.7063 -0.4360
H 3.2423 4.9280 1.6322
H 1.4638 4.6248 1.2554
H 3.4436 6.5872 0.0707
H 3.1546 5.4362 -1.3318
H 1.0570 7.2871 0.2495
H 1.5438 7.3772 -1.5283
H 1.5833 4.2898 -2.3025
H -0.5584 -0.2199 -6.8038
H 1.4655 -0.5577 -4.0269
H -4.6972 0.8244 -3.3147
H -3.4657 -0.0126 -4.3830
H -4.0582 -1.8945 -3.1122
H -2.5859 -1.4095 -2.1398
H -3.3574 4.6650 -0.2985
O 7.5550 -2.4608 2.2074
H 7.5374 -2.5978 3.1650
H 7.8385 -1.5422 2.1077
O 0.8297 5.1693 3.2739
H 0.8051 4.4414 3.9033
H 0.7901 5.9567 3.8292
O 2.8026 -2.6881 -3.4845
H 2.9300 -3.1872 -4.3049
H 2.4294 -3.3363 -2.8720
O -7.6219 -4.7129 2.8329
H -6.9962 -4.3410 2.1987
H -7.1590 -5.4809 3.1942
O -8.9286 -6.4306 5.3248
H -8.5893 -5.8451 4.6366
H -8.6057 -7.3073 5.0669
O 1.6010 5.6536 5.6692
H 1.9544 4.7546 5.6946
H 1.2582 5.7937 6.5609
O -7.0738 -8.6527 5.3902
H -6.6966 -8.6386 4.5016
H -6.3393 -8.3913 5.9584
O 7.8146 -3.3813 5.4216
H 8.1557 -4.2837 5.4585
H 7.4697 -3.2253 6.3094
O -4.9758 -6.7391 4.6791
H -4.5205 -6.2146 4.0072
H -5.2983 -6.0816 5.3097
O -5.8592 2.1978 2.5058
H -5.3601 2.0159 1.6978
H -6.4893 1.4688 2.5601
O -1.1698 3.4348 -5.5089
H -0.8293 4.0302 -6.1946
H -0.8609 2.5631 -5.7843
O 7.4263 -2.5155 -3.0157
H 7.7820 -1.9307 -3.6963
H 7.7383 -3.3920 -3.2746
O -2.3261 -1.0627 7.1454
H -2.4780 -1.3904 6.2502
H -3.1034 -1.3561 7.6368
O 9.9173 -3.5461 -2.2552
H 10.3408 -4.2038 -1.6894
H 9.8233 -2.7721 -1.6850
O 0.6201 -4.7819 -2.0818
H 0.0136 -4.1042 -2.4105
H 0.1151 -5.2341 -1.3949
O -5.9414 -1.0348 -4.3013
H -6.1051 -1.3488 -5.2000
H -6.7199 -1.3233 -3.8072
O 2.9999 -3.6573 -6.2233
H 3.7535 -4.0342 -6.6947
H 2.9388 -2.7548 -6.5628
O -0.6211 4.1255 -8.2776
H -0.1302 3.9581 -9.0917
H -1.2492 3.3927 -8.2286
O 3.9413 4.3848 6.8586
H 4.5731 4.7676 6.2365
H 4.3976 3.6087 7.2076
*
```

**Frontier orbital gap**: 6.31 eV
**LUMO**: -0.084 hartree
**HOMO level**: -8.6 eV
**E**: -4927.44103 a.u.


No. 2
Molecular formula: C3H24NO10S
Method: DFT, ωB97M-V with the def2-TZVPD basis set

Structure (ORCA input):
```
! wB97M-V def2-TZVPD RIJCOSX def2/J DEFGRID3
* xyz -1 1
O 1.4976 -0.7192 -1.8854
C 0.8973 -1.5932 -1.3100
C -0.5061 -1.4821 -0.7776
C -0.6604 -2.4500 0.5497
S 0.6461 -1.9011 1.6602
N -0.9564 -0.1514 -0.4171
H 1.2478 -2.6268 -1.3125
H -1.2171 -1.8252 -1.6012
H -1.6638 -2.2608 0.9291
H -0.7263 -3.5138 0.1679
H -0.3708 0.4254 0.1760
H -1.8226 -0.2067 0.1010
H -0.6079 -0.0810 -2.9239
H -0.4119 -1.3896 -3.9666
O -0.5098 -0.4567 -3.7959
H 1.9432 1.0588 -1.4259
H 3.5771 1.2885 -1.2373
O 2.6855 1.6171 -1.2059
H -2.6637 1.4346 1.0113
H -3.8770 2.1600 1.3178
O -3.5470 1.6100 0.5945
H 0.9719 -0.2116 4.0473
H 0.7746 0.1270 2.5830
O 0.6382 0.5070 3.5010
H -4.2322 1.2013 -1.9377
H -2.7050 0.9900 -2.1020
O -3.5354 1.0455 -2.5896
H -1.7467 1.9120 3.2502
H -0.9812 0.6208 2.9224
O -1.8883 1.0460 2.8458
H 1.0165 3.9602 -0.2600
H 1.3724 3.5885 -1.7161
O 1.1824 4.3361 -1.1346
H 3.1432 -3.5794 0.6934
H 1.7923 -3.4926 -0.0178
O 2.6319 -3.9948 -0.0052
H 0.7351 2.2000 2.4111
H 1.8385 2.0205 1.3407
O 1.1241 2.6049 1.6218
*
```

**Frontier orbital gap**: 7.37 eV
**LUMO**: 0.098 hartree
**HOMO level**: -4.7 eV
**E**: -1334.08230 a.u.
**Energy above the lowest of the compared OMol25 structures with the same formula, charge and spin**: 1.412 eV


No. 3
Molecular formula: C5H12N2O
Method: DFT, ωB97M-V with the def2-TZVPD basis set

Structure (ORCA input):
```
! wB97M-V def2-TZVPD RIJCOSX def2/J DEFGRID3
* xyz 0 1
C 2.5891 0.1753 1.4865
N 1.3776 0.6255 0.7284
O 1.2058 1.7698 0.3455
N 0.6601 -0.3824 0.4456
C -0.6033 -0.2537 -0.3333
C -0.3760 0.3236 -1.7298
C -1.2692 -1.6169 -0.5165
C -1.5372 0.6641 0.4541
H 3.5532 0.0821 0.9149
H 2.3177 -0.7513 1.8892
H 2.8156 0.9490 2.1325
H -0.8770 -0.4183 -2.3782
H -1.0089 1.2378 -1.8241
H 0.6449 0.5244 -2.0954
H -2.2594 -1.5477 -1.1285
H -1.4638 -2.0107 0.5040
H -0.4625 -2.2852 -1.1250
H -2.0181 0.1767 1.3491
H -1.0104 1.6109 0.9214
H -2.2781 1.1272 -0.0403
*
```

**Frontier orbital gap**: 10.50 eV
**LUMO**: 0.033 hartree
**HOMO level**: -9.6 eV
**E**: -382.32731 a.u.
**Energy above the lowest of the compared OMol25 structures with the same formula, charge and spin**: 4.768 eV


No. 4
Molecular formula: C28H17BCl89N3O2S
Method: DFT, ωB97M-V with the def2-TZVPD basis set

Structure (ORCA input):
```
! wB97M-V def2-TZVPD RIJCOSX def2/J DEFGRID3
* xyz 0 1
N 3.6301 -2.9758 -2.7263
C 3.7331 -1.7121 -1.8464
N 3.5913 -2.1135 -0.3955
N 5.1482 -1.1564 -2.0174
C 2.6661 -0.5825 -2.3672
B 2.1271 0.4572 -1.2135
C 0.8118 1.4675 -1.4465
C -0.6352 0.6847 -1.1889
C -0.7900 -0.7101 -2.0382
C -2.3769 -1.2118 -2.1952
S -2.8099 -2.5046 -0.8587
O -1.6408 -3.4730 -0.5500
O -3.2200 -1.7672 0.4395
Cl -4.3607 -3.7257 -1.6485
H 2.8538 -3.5320 -2.2796
H 3.3089 -2.6901 -3.6980
H 4.0811 -1.4661 0.2598
H 2.6032 -2.3042 -0.1168
H 5.2092 -0.3294 -1.3560
H 5.3060 -0.7977 -2.9852
H 3.2490 0.0799 -3.1700
H 1.8037 -1.1182 -2.9833
H 2.6373 0.5513 -0.1416
H 0.8538 2.3066 -0.5988
H 0.7854 1.9189 -2.5309
H -1.4606 1.4292 -1.6236
H -0.8519 0.5523 -0.0229
H -0.3737 -0.5266 -3.1332
H -0.1343 -1.5215 -1.5048
H -3.1306 -0.3025 -2.1893
H -2.4861 -1.7435 -3.2329
C 3.2393 -2.2622 3.6106
Cl 2.8958 -1.4553 5.1616
Cl 1.7220 -2.4682 2.6995
Cl 4.3717 -1.2668 2.6612
Cl 3.9676 -3.8585 3.9201
C 2.0393 -7.5622 5.2273
Cl 1.2937 -8.0251 6.7779
Cl 1.4747 -5.9387 4.7580
Cl 3.8123 -7.5469 5.4020
Cl 1.5764 -8.7380 3.9713
C 4.1393 -9.6402 1.0858
Cl 2.4521 -9.5449 0.5209
Cl 4.6611 -8.0402 1.6708
Cl 4.2554 -10.8244 2.4120
Cl 5.1884 -10.1515 -0.2604
C 1.4393 1.8184 -5.6772
Cl 2.9807 2.2762 -4.9097
Cl 1.6046 1.9194 -7.4484
Cl 1.0176 0.1504 -5.2142
Cl 0.1541 2.9277 -5.1365
C -2.1607 -0.7110 -8.0067
Cl -1.4328 0.4441 -6.8618
Cl -3.6579 -0.0173 -8.6789
Cl -1.0127 -1.0400 -9.3288
Cl -2.5395 -2.2305 -7.1570
C -3.0607 3.9712 -8.3281
Cl -2.1671 3.9055 -9.8681
Cl -3.7864 5.5865 -8.1308
Cl -4.3475 2.7389 -8.3351
Cl -1.9419 3.6539 -6.9782
C 6.8393 -5.3681 -3.1494
Cl 7.1260 -5.7708 -4.8612
Cl 8.3686 -5.4982 -2.2444
Cl 6.2165 -3.7033 -3.0272
Cl 5.6460 -6.5004 -2.4648
C 1.7393 3.5046 2.6052
Cl 0.3599 3.6016 1.4815
Cl 1.2127 3.9938 4.2355
Cl 2.3481 1.8309 2.6549
Cl 3.0363 4.5920 2.0487
C -1.2607 2.6637 7.7009
Cl -0.8981 0.9229 7.8133
Cl -0.7737 3.4707 9.2130
Cl -0.3621 3.3705 6.3344
Cl -3.0090 2.8908 7.4430
C -4.8607 6.7177 6.0904
Cl -6.5775 6.8026 6.5596
Cl -4.7168 6.9159 4.3256
Cl -3.9563 8.0159 6.9096
Cl -4.1923 5.1363 6.5669
C -2.2775 8.9713 10.3885
Cl -3.9063 9.3241 11.0186
Cl -1.8967 10.0984 9.0621
Cl -1.0808 9.1648 11.6942
Cl -2.2261 7.2978 9.7790
C -2.2775 -9.1787 9.1082
Cl -3.2688 -8.0533 10.0702
Cl -2.7990 -9.1230 7.4054
Cl -0.5636 -8.7050 9.2203
Cl -2.4786 -10.8336 9.7371
C 8.5225 -2.6084 1.0676
Cl 6.8354 -2.5130 0.5026
Cl 9.0444 -1.0084 1.6526
Cl 8.6387 -3.7925 2.3938
Cl 9.5716 -3.1197 -0.2787
C -2.8775 -3.1240 3.9770
Cl -1.2892 -2.6594 3.3166
Cl -2.7321 -3.4071 5.7301
Cl -4.0494 -1.8148 3.6819
Cl -3.4393 -4.6148 3.1792
C 7.9225 -4.2498 6.4334
Cl 6.5432 -4.1527 5.3097
Cl 7.3960 -3.7606 8.0638
Cl 8.5313 -5.9235 6.4831
Cl 9.2195 -3.1623 5.8769
C -6.1775 2.4550 -4.4374
Cl -4.5892 2.9196 -5.0977
Cl -6.0321 2.1718 -2.6843
Cl -7.3494 3.7642 -4.7324
Cl -6.7393 0.9642 -5.2351
C -10.5494 3.6696 -7.8282
Cl -12.2335 3.4769 -7.2793
Cl -9.5118 2.4905 -6.9867
Cl -10.4618 3.3898 -9.5856
Cl -9.9904 5.3210 -7.4611
C -16.3335 2.7708 -6.5959
Cl -18.0176 2.5781 -6.0470
Cl -15.2960 1.5918 -5.7544
Cl -16.2460 2.4911 -8.3533
Cl -15.7745 4.4222 -6.2288
C 5.4824 6.2172 5.4167
Cl 3.8746 5.4506 5.3722
Cl 5.3754 7.8613 4.7383
Cl 6.0514 6.3063 7.1027
Cl 6.6280 5.2507 4.4535
C 13.2824 -2.1470 2.0929
Cl 11.6746 -2.9137 2.0484
Cl 13.1754 -0.5030 1.4144
Cl 13.8514 -2.0580 3.7789
Cl 14.4280 -3.1136 1.1297
C -5.9176 10.1690 2.2463
Cl -7.5254 9.4023 2.2018
Cl -6.0246 11.8131 1.5679
Cl -5.3486 10.2581 3.9323
Cl -4.7720 9.2025 1.2831
C -2.9176 -0.3134 -12.7559
Cl -2.1897 0.8417 -11.6111
Cl -4.4148 0.3803 -13.4282
Cl -1.7696 -0.6424 -14.0781
Cl -3.2964 -1.8330 -11.9063
*
```

**Frontier orbital gap**: 7.76 eV
**LUMO**: -0.043 hartree
**HOMO level**: -8.9 eV
**E**: -42771.48061 a.u.
**Energy above the lowest of the compared OMol25 structures with the same formula, charge and spin**: 3.388 eV


No. 5
Molecular formula: C10H10BrClO4Tb
Method: DFT, ωB97M-V with the def2-TZVPD basis set

Structure (ORCA input):
```
! wB97M-V def2-TZVPD RIJCOSX def2/J DEFGRID3
* xyz -1 7
C -1.3572 -0.9338 -1.6759
C -1.8589 -2.0567 -0.9605
C -2.7236 -1.5517 0.1100
H -1.4697 -3.0652 -1.0928
C -2.6762 -0.1117 0.0202
C -1.8608 0.2564 -1.0810
H -1.7207 1.2668 -1.4991
H -0.8112 -0.9477 -2.6249
H -2.9589 -2.1089 1.0464
H -3.1878 0.5943 0.6678
Tb -0.5846 -1.3472 1.1409
Br 1.3616 -3.2166 0.8783
C 2.5858 1.5741 0.1659
C 1.6351 2.2837 -0.6376
C 1.3763 1.4799 -1.8290
H 1.0585 3.1571 -0.3346
C 2.1718 0.2802 -1.7394
C 2.9135 0.3268 -0.5172
H 3.4880 -0.4994 -0.0830
H 2.8880 1.8324 1.1825
H 0.5734 1.6567 -2.5542
H 2.0633 -0.5858 -2.3814
O -0.9138 -0.8768 4.0614
Cl -0.1834 0.3795 3.8354
O -0.7011 1.5030 4.5531
O 1.2208 0.1011 4.0503
O -0.3392 0.6344 2.2736
*
```

**Frontier orbital gap (alpha / beta)**: 4.58 / 4.86 eV
**LUMO (alpha / beta)**: 0.063 / 0.073 hartree
**HOMO level (alpha / beta)**: -2.9 / -2.9 eV
**E**: -4546.47634 a.u.
**Energy above the lowest of the compared OMol25 structures with the same formula, charge and spin**: 3.696 eV


No. 6
Molecular formula: C4H8O2
Method: DFT, ωB97M-V with the def2-TZVPD basis set

Structure (ORCA input):
```
! wB97M-V def2-TZVPD RIJCOSX def2/J DEFGRID3
* xyz 0 1
C -1.9769 -0.5252 0.4347
C -1.2352 0.6021 -0.2756
O 0.1178 0.7646 0.1992
C 1.0104 -0.0755 -0.3566
C 2.4263 0.1440 0.1179
O 0.7082 -0.9328 -1.1540
H -1.2995 -1.3580 0.6383
H -2.4250 -0.1961 1.3770
H -2.7761 -0.9068 -0.2096
H -1.1955 0.4151 -1.3506
H -1.7080 1.5705 -0.0968
H 2.5830 1.1147 0.5909
H 3.0874 0.0303 -0.7447
H 2.6831 -0.6470 0.8299
*
```

**Frontier orbital gap**: 11.40 eV
**LUMO**: 0.037 hartree
**HOMO level**: -10.4 eV
**E**: -307.70112 a.u.
**Energy above the lowest of the compared OMol25 structures with the same formula, charge and spin**: 0.308 eV


No. 7
Molecular formula: C4H4Br3N
Method: DFT, ωB97M-V with the def2-TZVPD basis set

Structure (ORCA input):
```
! wB97M-V def2-TZVPD RIJCOSX def2/J DEFGRID3
* xyz 0 1
C 1.3518 -0.3248 0.0680
C 0.3275 0.3958 0.8896
C -0.3063 -0.1422 -1.2858
C -0.9081 0.0683 0.1311
N 1.0121 -0.6087 -1.0843
Br 2.9041 -0.8124 0.8003
Br -2.2941 1.4876 0.2486
Br -1.5550 -1.6032 0.8543
H 0.4505 -0.0356 1.9894
H 0.6311 1.4211 0.8419
H -1.1450 -0.7571 -1.7485
H -0.4686 0.9112 -1.7046
*
```

**Frontier orbital gap**: 10.73 eV
**LUMO**: 0.014 hartree
**HOMO level**: -10.4 eV
**E**: -7931.57776 a.u.
**Energy above the lowest of the compared OMol25 structures with the same formula, charge and spin**: 0.126 eV


No. 8
Molecular formula: C23H41AuBrP2
Method: DFT, ωB97M-V with the def2-TZVPD basis set

Structure (ORCA input):
```
! wB97M-V def2-TZVPD RIJCOSX def2/J DEFGRID3
* xyz 1 3
Au 0.0424 -1.5561 -5.3731
C -0.8943 -2.0632 1.0847
C 0.3745 -2.2458 0.4691
C 0.5899 -0.5835 2.0412
C -0.7698 -1.0029 2.0251
C 1.3063 -1.3828 1.1122
C -2.1037 -2.8947 0.9107
H -2.0599 -3.4600 -0.0262
H -3.0192 -2.2845 0.9079
H -2.2008 -3.6167 1.7365
C -1.8250 -0.4710 2.9050
H -2.8256 -0.7236 2.5227
H -1.7411 0.6260 2.9989
H -1.7428 -0.9032 3.9200
C 1.1635 0.4219 2.9466
H 1.1619 0.0592 3.9866
H 0.5773 1.3516 2.9154
H 2.2033 0.6410 2.6723
C 2.7731 -1.4180 0.9567
H 3.2400 -2.0293 1.7454
H 3.2072 -0.4134 1.0389
H 3.0749 -1.8477 -0.0080
C 0.6892 -3.2553 -0.5589
H 0.9363 -4.2343 -0.1176
H 1.5440 -2.9414 -1.1687
H -0.1532 -3.4041 -1.2468
C -1.3766 0.4239 -6.0099
C -1.2027 -0.7541 -6.8145
C -0.3681 -0.5703 -8.0911
C 1.0584 -0.1246 -7.6798
C 1.4034 -0.2631 -6.1801
C 1.4105 1.0197 -5.3713
C 0.5330 2.1522 -5.9631
C -0.8621 1.7569 -6.4767
H -0.8510 0.1851 -8.7450
H 1.2847 0.8838 -8.0385
H -0.3475 -1.5103 -8.6597
H -0.8681 1.8940 -7.5780
H -2.1500 0.4720 -5.2456
H -2.0560 -1.4234 -6.9023
H -1.5679 2.5411 -6.1311
H 0.3758 2.9447 -5.2176
H 2.4519 1.3928 -5.3947
H 1.1431 2.6315 -6.7365
H 1.7280 -0.7762 -8.2442
H 2.3871 -0.7381 -6.0651
P -1.6705 1.5275 -1.8256
C -3.1857 2.4175 -2.1949
C -1.9838 -0.2422 -1.6805
P 1.4003 1.3435 -3.4670
C -0.4234 1.7021 -3.1691
C 2.1165 -0.1720 -2.8806
C 2.2625 2.9086 -3.1928
H -3.2434 3.3229 -1.5772
H -4.0470 1.7668 -1.9754
H -3.2077 2.6954 -3.2636
H -1.0498 -0.7512 -1.4234
H -2.3496 -0.6183 -2.6532
H -2.7410 -0.4130 -0.8857
H 2.3472 3.4777 -4.1357
H 3.2732 2.6981 -2.8042
H 1.6952 3.4849 -2.4373
H -0.5458 2.7892 -3.3942
H -0.8657 1.1118 -4.0012
H 1.9648 -0.3109 -1.7969
H 3.2078 -0.1539 -3.1159
H 1.6491 -1.0259 -3.4197
Br -0.8121 2.2901 0.0322
*
```

**Frontier orbital gap (alpha / beta)**: 3.43 / 2.20 eV
**LUMO (alpha / beta)**: -0.139 / -0.177 hartree
**HOMO level (alpha / beta)**: -7.2 / -7.0 eV
**E**: -4292.84790 a.u.
**Energy above the lowest of the compared OMol25 structures with the same formula, charge and spin**: 3.941 eV